(1)
A structure of composition C36H90INO14P2SSi2 in a non-equilibrium geometry, computed with the ωB97M-V functional and the def2-TZVPD basis.

Properties
calculated total energy	-4491.60669	Ha
HOMO-LUMO gap	8.6	eV
E_HOMO	-0.3224	Ha
M	1038.20	g mol⁻¹

Cartesian coordinates (Å):
1 C 6.09388 -2.01554 1.51724
2 C 5.06685 -2.80314 2.32050
3 S 3.53886 -3.10645 1.42455
4 C 2.80584 -1.44553 1.50341
5 Si 0.95544 -1.66609 1.68266
6 C 0.27740 -2.48577 0.12880
7 P -0.58625 -1.50279 -1.09244
8 O -2.02803 -1.77897 -1.14011
9 O -0.24661 0.03172 -0.80933
10 O 0.16134 -1.77196 -2.47910
11 O 0.21617 -0.22980 2.01179
12 Si 0.85993 0.84286 3.06498
13 C 2.12878 1.90254 2.23908
14 C 1.85859 2.03648 0.72005
15 C 2.12425 3.43299 0.13437
16 C 3.12487 3.41591 -1.04072
17 C 2.45072 3.50485 -2.40469
18 C 1.69143 2.25979 -2.86754
19 C 2.42837 0.91643 -2.86587
20 C 3.86540 0.90596 -3.34764
21 C 4.60200 -0.37409 -2.93305
22 O 3.73247 -1.48922 -3.03526
23 C 3.81937 -2.45894 -2.01596
24 O -0.46304 1.83742 3.49600
25 C -0.25254 2.60683 4.49970
26 N -0.05391 3.29070 5.38723
27 P 0.58371 -2.96783 3.53190
28 O -1.03422 -2.67974 3.71723
29 I 0.49680 -5.23890 2.63919
30 H 5.71328 -1.02026 1.29029
31 H 6.25124 -2.51452 0.56280
32 H 7.03864 -1.93482 2.04694
33 H 4.83600 -2.30963 3.26246
34 H 5.46188 -3.78665 2.56721
35 H 3.26399 -0.93381 2.34662
36 H 3.03693 -0.92147 0.57478
37 H -0.46904 -3.21604 0.43779
38 H 1.08256 -3.03117 -0.36169
39 H -1.02222 0.53926 -1.09636
40 H 0.77782 -1.05449 -2.68989
41 H 1.34838 0.20529 4.29962
42 H 2.06878 2.88899 2.70162
43 H 3.11639 1.48747 2.43299
44 H 0.83431 1.74102 0.50034
45 H 2.47818 1.30940 0.19899
46 H 1.18860 3.87433 -0.20561
47 H 2.52396 4.07175 0.91952
48 H 3.82463 4.24827 -0.95959
49 H 3.73436 2.51606 -0.95056
50 H 1.70983 4.30438 -2.33426
51 H 3.16335 3.81905 -3.16829
52 H 1.29108 2.43315 -3.86618
53 H 0.83604 2.14673 -2.20056
54 H 2.35606 0.45781 -1.87634
55 H 1.86961 0.25408 -3.53109
56 H 4.42736 1.73844 -2.92656
57 H 3.91744 1.01406 -4.43067
58 H 4.96328 -0.23973 -1.91082
59 H 5.44630 -0.53149 -3.60373
60 H 4.31410 -3.36271 -2.37505
61 H 2.81104 -2.74245 -1.70777
62 H 4.34407 -2.07880 -1.14083
63 H -1.54186 -3.15329 3.04255
64 C -3.79645 -0.51223 2.19473
65 C -5.08777 -1.26562 2.47424
66 C -5.81824 -0.71456 3.69030
67 O -4.82050 -2.65923 2.65055
68 H -3.11550 -0.61838 3.04521
69 H -3.29680 -0.91766 1.31271
70 H -3.97786 0.55232 2.03266
71 H -5.73883 -1.20258 1.60102
72 H -5.19818 -0.81269 4.58552
73 H -6.74392 -1.26291 3.86714
74 H -6.05980 0.34163 3.55831
75 H -4.25592 -2.74791 3.42654
76 C 1.39661 1.15147 9.90524
77 C 1.84744 0.09774 8.90547
78 C 1.35483 0.41121 7.50163
79 O 1.42056 -1.20161 9.31415
80 H 0.30473 1.18478 9.95088
81 H 1.76585 0.91400 10.90292
82 H 1.75515 2.14260 9.62550
83 H 2.93717 0.04518 8.90300
84 H 0.26149 0.42453 7.47739
85 H 1.69097 -0.35470 6.80039
86 H 1.71153 1.38366 7.16013
87 H 0.45757 -1.20158 9.32882
88 C -3.28405 4.35286 -2.06772
89 C -1.89188 3.98507 -2.54676
90 C -1.77914 3.95842 -4.06007
91 O -1.49580 2.70903 -2.03056
92 H -4.01416 3.62220 -2.42737
93 H -3.32250 4.35771 -0.97959
94 H -3.58001 5.33747 -2.42964
95 H -1.17006 4.69616 -2.14262
96 H -2.45701 3.20489 -4.47203
97 H -0.76433 3.68806 -4.35486
98 H -2.02732 4.92283 -4.50452
99 H -2.12020 2.05370 -2.36469
100 C 9.20258 -2.73693 -5.45204
101 C 8.57801 -2.07208 -4.23504
102 C 7.58964 -2.99459 -3.53758
103 O 7.93952 -0.85081 -4.60920
104 H 8.42866 -2.99206 -6.18115
105 H 9.90757 -2.06161 -5.93607
106 H 9.72841 -3.65248 -5.17858
107 H 9.36446 -1.78415 -3.53665
108 H 6.76770 -3.24502 -4.21473
109 H 7.15779 -2.50706 -2.66243
110 H 8.06346 -3.92479 -3.22143
111 H 7.23951 -1.07366 -5.23265
112 C -1.07284 0.24440 -6.40011
113 C -0.72668 1.65276 -6.85922
114 C -1.01362 1.85235 -8.33909
115 O 0.63828 1.95315 -6.56327
116 H -0.46918 -0.48992 -6.94027
117 H -0.86364 0.12718 -5.33589
118 H -2.12484 0.01533 -6.57407
119 H -1.30696 2.36906 -6.27953
120 H -0.40789 1.16650 -8.93771
121 H -0.76335 2.86874 -8.64255
122 H -2.06400 1.66877 -8.56781
123 H 1.18848 1.33710 -7.05880
124 C -7.07022 2.58984 1.15987
125 C -6.10546 3.75459 1.30402
126 C -5.57612 3.87254 2.72563
127 O -6.71871 4.97489 0.89198
128 H -7.93942 2.73028 1.80825
129 H -7.43218 2.51173 0.13476
130 H -6.58704 1.64969 1.43256
131 H -5.26963 3.61470 0.61945
132 H -6.39975 4.05563 3.42119
133 H -4.87934 4.70653 2.80685
134 H -5.06406 2.96007 3.03643
135 H -7.46750 5.13875 1.47508
136 C -6.52082 -6.28230 0.76747
137 C -7.75852 -5.87478 1.55304
138 C -8.55407 -4.80133 0.82490
139 O -7.40006 -5.43353 2.85928
140 H -5.85657 -5.42336 0.64038
141 H -5.96828 -7.05522 1.30162
142 H -6.78436 -6.66178 -0.22093
143 H -8.39175 -6.74886 1.71282
144 H -7.94288 -3.90355 0.69804
145 H -9.43847 -4.52583 1.39957
146 H -8.87109 -5.14162 -0.16196
147 H -6.82955 -4.66003 2.76441


(2)
A structure of composition C36H90InN6Na3O16P in a non-equilibrium geometry, computed with the ωB97M-V functional and the def2-TZVPD basis.

Properties
calculated total energy	-3975.40867	Ha
total charge	+3
HOMO-LUMO gap	1.7	eV
E_HOMO	-0.5361	Ha
M	1077.90	g mol⁻¹

Cartesian coordinates (Å):
1 In -1.30092 2.23994 2.16156
2 Na -2.34192 -1.69309 2.80800
3 Na -4.58082 0.02479 0.99128
4 Na -2.47538 -2.95711 -1.53977
5 P -1.90164 -0.60208 0.17462
6 O -0.97393 -0.41275 1.42312
7 O -2.54345 0.81794 0.06648
8 O -3.04142 -1.62640 0.54976
9 O -1.14501 -1.05251 -1.09175
10 C 4.73465 -1.79571 9.24132
11 O 4.46382 -1.22906 7.96356
12 C 5.61196 -0.59542 7.44126
13 C 5.20243 -0.01148 6.10551
14 N 4.74841 -1.04193 5.16346
15 C 4.41642 -0.48251 3.86263
16 C 4.06210 -1.54956 2.82654
17 O 3.07687 -2.43755 3.29429
18 C 1.77799 -1.87469 3.45581
19 H 4.70319 -1.02033 10.00940
20 H 5.68849 -2.32469 9.27901
21 H 3.96998 -2.52868 9.49262
22 H 6.45981 -1.28110 7.37493
23 H 5.89903 0.25800 8.06850
24 H 6.02542 0.53994 5.64950
25 H 4.36952 0.68854 6.25596
26 H 3.85078 -1.42115 5.46697
27 H 5.31273 0.04257 3.50449
28 H 3.71968 0.36874 3.96759
29 H 4.99661 -2.07938 2.65110
30 H 3.73169 -1.09806 1.88565
31 H 1.23993 -2.56467 4.09991
32 H 1.34254 -1.73649 2.46325
33 H 1.80398 -0.90713 3.96893
34 C -5.03337 -5.22509 -2.78277
35 O -4.71307 -4.07629 -2.00635
36 C -5.10081 -4.10553 -0.64649
37 C -4.27628 -4.92753 0.37736
38 N -2.93311 -4.36003 0.55716
39 C -2.23790 -5.04080 1.66022
40 C -0.97143 -4.29653 2.13408
41 O -1.12255 -3.98012 3.51125
42 C -0.86147 -5.06470 4.38707
43 H -4.57703 -6.13054 -2.37671
44 H -4.73291 -5.03190 -3.80721
45 H -6.10961 -5.42258 -2.75854
46 H -6.13067 -4.47583 -0.58439
47 H -5.15012 -3.08861 -0.24772
48 H -4.31713 -5.95597 0.02260
49 H -4.86106 -4.78383 1.29386
50 H -2.95004 -3.36693 0.76879
51 H -1.97557 -6.04903 1.33195
52 H -2.95624 -5.16226 2.47941
53 H -0.84394 -3.35309 1.58738
54 H -0.04409 -4.82664 1.90239
55 H -0.91701 -4.80713 5.44273
56 H 0.12669 -5.49882 4.21973
57 H -1.62487 -5.83312 4.23099
58 C 0.60938 1.08935 -5.85245
59 O -0.73898 1.15630 -5.41680
60 C -1.05585 0.09256 -4.57162
61 C -2.52982 0.12480 -4.21181
62 N -2.84435 -0.81414 -3.14383
63 C -4.21652 -0.61102 -2.69081
64 C -5.25162 -1.24713 -3.62759
65 O -6.43701 -1.30418 -2.85600
66 C -7.57898 -1.74292 -3.57974
67 H 1.30921 1.32520 -5.03994
68 H 0.69603 1.85678 -6.61904
69 H 0.88599 0.10562 -6.24018
70 H -0.42864 0.03543 -3.66643
71 H -0.84207 -0.87505 -5.05278
72 H -3.07743 -0.08321 -5.13073
73 H -2.72408 1.16143 -3.89039
74 H -2.24866 -0.68151 -2.32140
75 H -4.43440 0.45232 -2.52207
76 H -4.31667 -1.07998 -1.70630
77 H -4.95444 -2.25596 -3.92741
78 H -5.41820 -0.64596 -4.52572
79 H -7.46167 -1.62520 -4.66021
80 H -8.44741 -1.18315 -3.24292
81 H -7.71595 -2.81693 -3.42089
82 C 4.17953 1.17582 -3.18275
83 O 3.38512 0.11924 -3.66828
84 C 2.45225 -0.34600 -2.73927
85 C 1.78669 -1.60897 -3.34101
86 N 0.89576 -2.32861 -2.48349
87 C 1.57108 -2.95135 -1.34906
88 C 2.70168 -3.91824 -1.62172
89 O 2.22181 -5.20744 -1.91217
90 C 3.25955 -6.18274 -2.06857
91 H 5.06348 1.32108 -3.79965
92 H 4.57512 0.94870 -2.18390
93 H 3.59575 2.10172 -3.14427
94 H 1.66907 0.40877 -2.59200
95 H 2.94897 -0.55928 -1.78522
96 H 2.51141 -2.23272 -3.86828
97 H 1.23948 -1.23577 -4.21307
98 H 0.14976 -1.77554 -2.03974
99 H 0.85279 -3.56617 -0.79554
100 H 1.95716 -2.22003 -0.62178
101 H 3.22212 -4.02562 -0.65685
102 H 3.42961 -3.52721 -2.34202
103 H 3.87032 -5.95016 -2.94446
104 H 2.63470 -7.05228 -2.27194
105 H 3.90733 -6.32605 -1.20154
106 C 0.76533 4.26508 -4.22335
107 O 0.56561 4.38507 -2.83680
108 C 0.81370 3.21757 -2.11278
109 C -0.43448 2.40688 -1.76896
110 N -1.31138 2.95776 -0.75623
111 C -1.91359 4.22109 -1.17814
112 C -3.21119 4.46090 -0.39533
113 O -2.96017 4.18592 0.96692
114 C -4.02858 4.57519 1.79201
115 H 1.79598 3.93739 -4.40660
116 H 0.63655 5.23582 -4.69855
117 H 0.06890 3.57416 -4.71497
118 H 1.41323 3.41662 -1.21970
119 H 1.45519 2.54861 -2.70002
120 H -0.12220 1.39708 -1.48604
121 H -1.03167 2.27825 -2.69077
122 H -2.00666 2.20823 -0.60262
123 H -2.09035 4.35898 -2.24519
124 H -1.32432 5.08143 -0.85015
125 H -4.07396 3.91039 -0.79013
126 H -3.49090 5.50687 -0.55871
127 H -4.97643 4.03248 1.70136
128 H -4.32036 5.63065 1.76321
129 H -3.69983 4.45898 2.82960
130 C 1.63254 9.08367 0.33881
131 O 1.08080 7.83213 0.02115
132 C 1.42711 6.84991 0.97700
133 C 0.57174 5.60294 0.77562
134 N 0.83247 4.45015 1.65849
135 C 2.27538 4.07960 1.63545
136 C 2.39353 2.70815 2.27957
137 O 1.58566 1.74835 1.61164
138 C 2.18344 1.14671 0.49536
139 H 2.71033 9.06499 0.54352
140 H 1.11806 9.49974 1.21113
141 H 1.55406 9.80878 -0.46983
142 H 1.34928 7.25125 1.99403
143 H 2.48822 6.65047 0.79147
144 H 0.66637 5.31344 -0.27132
145 H -0.47501 5.84452 0.97772
146 H 0.69529 4.71835 2.63102
147 H 2.86679 4.82391 2.17526
148 H 2.71055 4.06976 0.63311
149 H 2.05282 2.81151 3.31474
150 H 3.41368 2.32441 2.37376
151 H 1.46150 0.38039 0.18979
152 H 3.11693 0.60974 0.68930
153 H 2.32172 1.78719 -0.38347